(1)
Computed, not measured: a cluster of 6 separate species, H14NO5 in total, with ωB97M-V with the def2-TZVPD basis set.

Structure (XYZ):
```
20
Properties=species:S:1:pos:R:3:mulliken_charge:R:1
N -1.196 -0.805 -0.062 -0.16
H -0.435 -0.640 0.515 0.20
H -1.744 -1.257 0.602 0.38
H -1.627 0.019 -0.375 0.25
H -0.782 -1.200 -0.993 0.42
H 4.237 1.258 -0.584 0.33
H 4.706 0.286 -1.791 0.34
O 3.850 0.707 -1.379 -0.66
H 1.142 0.278 2.336 0.31
H 1.215 1.572 1.561 0.31
O 0.961 0.625 1.465 -0.64
H -2.553 -1.140 3.268 0.32
H -3.131 -1.076 1.803 0.34
O -2.471 -1.530 2.408 -0.67
H 2.401 -1.476 -1.519 0.32
H 1.523 -0.161 -1.626 0.33
O 1.440 -1.117 -1.479 -0.66
H -2.030 2.515 -1.344 0.31
H -3.192 1.558 -1.608 0.32
O -2.316 1.585 -1.196 -0.67
```

Calculated values
- Energy relative to the best compared isomer or geometry (same formula, charge and spin): 44.68 kcal per mole
- Gap between HOMO and LUMO: 11.4 eV
- HOMO energy: -14.381 eV
- Total charge: +1
- LUMO level: -3.01 eV
- E: -439.0987 a.u.

=====

(2)
Computed, not measured: a structure of composition C31H65FInN5O7P, with ωB97M-V with the def2-TZVPD basis set.

Structure (XYZ):
```
111
Properties=species:S:1:pos:R:3:mulliken_charge:R:1
C -0.983 -5.571 1.281 -1.41
C -2.135 -4.858 2.023 0.86
C -3.299 -4.591 1.065 -1.65
C -1.702 -3.595 2.808 0.64
C -0.368 -3.797 3.536 -1.85
C -1.625 -2.301 1.989 -0.48
O -1.563 -1.184 2.850 -0.69
In -3.127 0.127 2.705 1.02
C -2.596 1.618 1.173 -1.28
C -1.088 1.937 1.157 -0.62
C -0.498 2.188 -0.237 -0.58
C -1.208 3.296 -1.010 -0.64
N -1.174 3.079 -2.462 -0.39
C 0.068 3.179 -3.149 0.51
N 0.364 2.469 -4.170 -0.86
N 0.968 4.141 -2.696 -0.27
C -5.027 -0.864 2.079 -1.22
C -5.560 -1.883 3.002 0.55
O -5.200 -2.225 4.078 -0.46
F -6.662 -2.516 2.480 -0.31
P -3.565 1.388 4.908 0.70
O -3.575 0.621 6.173 -0.67
O -4.949 2.281 4.717 -0.61
O -2.579 2.685 5.011 -0.55
H -0.575 -6.390 1.876 0.30
H -1.378 -6.025 0.365 0.40
H -0.170 -4.898 1.009 0.21
H -2.515 -5.560 2.776 0.38
H -4.087 -4.006 1.548 0.11
H -2.964 -4.020 0.193 0.38
H -3.722 -5.529 0.698 0.53
H -2.451 -3.412 3.588 0.03
H 0.469 -3.744 2.832 0.35
H -0.321 -4.767 4.041 0.42
H -0.228 -2.994 4.262 0.42
H -0.701 -2.324 1.387 0.20
H -2.476 -2.239 1.299 0.28
H -3.172 2.535 1.345 0.36
H -2.905 1.264 0.181 0.46
H -0.890 2.802 1.800 0.32
H -0.523 1.110 1.602 0.38
H -0.526 1.263 -0.820 0.33
H 0.559 2.458 -0.121 0.30
H -0.791 4.271 -0.715 0.18
H -2.260 3.330 -0.721 0.55
H -1.891 3.614 -2.931 0.22
H -0.377 1.787 -4.307 0.29
H 1.923 3.820 -2.725 0.24
H 0.727 4.574 -1.821 0.14
H -4.977 -1.291 1.073 0.39
H -5.785 -0.073 2.008 0.52
H -5.571 1.751 4.203 0.32
H -3.059 3.492 4.789 0.28
C 3.015 -10.378 0.073 -1.86
C 2.541 -8.917 0.150 1.90
C 3.425 -8.009 -0.705 -1.29
C 4.823 -7.811 -0.120 -0.46
C 4.754 -7.313 1.323 -1.27
C 3.862 -8.162 2.233 1.72
N 2.547 -8.391 1.554 0.24
O 1.735 -7.406 1.711 -0.41
C 4.550 -9.484 2.602 -1.67
C 3.585 -7.413 3.531 -1.88
C 1.102 -8.881 -0.351 -1.83
H 2.644 -10.820 -0.852 0.48
H 4.096 -10.489 0.060 0.32
H 2.618 -10.961 0.905 0.35
H 2.937 -7.034 -0.796 0.36
H 3.485 -8.431 -1.711 0.38
H 5.401 -8.738 -0.178 0.31
H 5.364 -7.081 -0.725 0.38
H 5.755 -7.282 1.761 0.38
H 4.376 -6.287 1.325 0.36
H 3.857 -10.141 3.130 0.36
H 5.389 -9.275 3.266 0.45
H 4.952 -10.025 1.750 0.29
H 3.196 -6.414 3.350 0.35
H 4.517 -7.325 4.091 0.43
H 2.861 -7.950 4.144 0.45
H 0.467 -9.530 0.253 0.46
H 1.081 -9.239 -1.382 0.44
H 0.686 -7.878 -0.324 0.29
C 2.006 9.401 -4.629 -1.94
C 0.844 8.479 -4.221 1.97
C -0.431 8.843 -4.982 -1.30
C -1.039 10.172 -4.535 -0.47
C -1.273 10.197 -3.024 -1.23
C -0.041 9.818 -2.197 1.63
N 0.549 8.558 -2.752 0.39
O -0.023 7.500 -2.296 -0.52
C 0.981 10.964 -2.175 -1.66
C -0.447 9.544 -0.755 -1.90
C 1.266 7.052 -4.537 -1.92
H 2.421 9.042 -5.571 0.48
H 1.715 10.435 -4.790 0.34
H 2.803 9.377 -3.885 0.35
H -1.166 8.047 -4.831 0.36
H -0.201 8.865 -6.050 0.39
H -0.402 11.009 -4.835 0.30
H -1.991 10.322 -5.046 0.38
H -1.602 11.190 -2.708 0.37
H -2.083 9.503 -2.781 0.38
H 1.910 10.637 -1.708 0.37
H 0.578 11.788 -1.585 0.45
H 1.214 11.366 -3.156 0.28
H -1.254 8.819 -0.690 0.37
H -0.784 10.478 -0.303 0.43
H 0.396 9.164 -0.178 0.44
H 2.176 6.790 -3.996 0.46
H 1.467 6.965 -5.606 0.44
H 0.507 6.322 -4.275 0.33
```

Calculated values
- Gap between HOMO and LUMO (spin up / spin down): 7.1 / 7.0 eV
- HOMO energy (spin up / spin down): -5.182 / -5.182 eV
- Total charge: -1
- LUMO level (spin up / spin down): 1.91 / 1.79 eV
- E: -2652.0444 a.u.
- Multiplicity: 3

=====

(3)
Computed, not measured: an isolated molecule of C20H20ClN3O7S, with ωB97M-V with the def2-TZVPD basis set.

Structure (XYZ):
```
52
Properties=species:S:1:pos:R:3:mulliken_charge:R:1
C 2.534 2.249 -1.704 -1.48
C 2.979 1.293 -0.662 0.62
N 4.118 1.442 -0.027 -0.72
N 4.231 0.427 0.834 0.79
C 5.411 0.239 1.650 -0.46
C 6.330 1.464 1.529 -1.07
C 6.956 1.473 0.146 -0.72
S 6.999 -0.285 -0.352 1.17
O 6.135 -0.514 -1.473 -0.62
O 8.352 -0.754 -0.450 -0.72
C 6.208 -0.955 1.160 -0.88
C 3.155 -0.384 0.763 -0.01
Cl 3.014 -1.739 1.781 -0.20
C 2.294 0.131 -0.202 0.66
C 1.026 -0.335 -0.670 0.00
C 0.343 -1.407 -0.236 -1.23
C -0.945 -1.744 -0.830 0.74
O -1.491 -1.124 -1.724 -0.77
O -1.471 -2.839 -0.266 -0.32
C -2.680 -3.369 -0.800 -0.79
C -3.946 -2.681 -0.248 0.81
O -4.723 -3.273 0.465 -0.66
N -4.058 -1.404 -0.679 0.02
C -5.047 -0.461 -0.383 0.36
C -4.890 0.811 -0.926 -0.64
C -5.818 1.821 -0.699 -1.08
C -6.901 1.512 0.087 0.92
C -7.059 0.237 0.633 0.95
C -6.153 -0.771 0.418 -1.11
O -8.213 0.199 1.369 -0.49
C -8.780 1.487 1.269 -0.25
O -7.954 2.305 0.468 -0.48
H 3.253 3.059 -1.779 0.35
H 2.465 1.746 -2.667 0.34
H 1.555 2.657 -1.458 0.35
H 5.086 0.104 2.690 0.45
H 5.754 2.373 1.698 0.41
H 7.100 1.385 2.297 0.45
H 7.973 1.848 0.133 0.49
H 6.332 1.986 -0.577 0.36
H 5.602 -1.811 0.887 0.53
H 6.991 -1.241 1.855 0.42
H 0.580 0.250 -1.464 0.49
H 0.685 -2.063 0.546 0.37
H -2.699 -4.417 -0.498 0.31
H -2.669 -3.283 -1.893 0.35
H -3.308 -1.062 -1.280 0.12
H -4.026 1.018 -1.539 0.42
H -5.696 2.805 -1.121 0.42
H -6.281 -1.751 0.842 0.58
H -9.781 1.416 0.813 0.24
H -8.872 1.929 2.274 0.23
```

Calculated values
- Energy relative to the best compared isomer or geometry (same formula, charge and spin): 0.75 kcal per mole
- Structure (SMILES): Cc1nn([C@@H]2CCS(=O)(=O)C2)c(Cl)c1/C=C/C(=O)OCC(=O)Nc1ccc2c(c1)OCO2
- Gap between HOMO and LUMO: 7.4 eV
- HOMO energy: -7.663 eV
- LUMO level: -0.28 eV
- E: -2323.4483 a.u.

=====

(4)
Computed, not measured: a structure of composition C27H24IrN7S2, with ωB97M-V with the def2-TZVPD basis set.

Structure (XYZ):
```
61
Properties=species:S:1:pos:R:3:mulliken_charge:R:1
Ir 0.283 -0.956 0.419 0.85
C 2.032 0.956 3.021 -1.37
C 2.809 0.001 2.175 0.52
N 2.303 -0.812 1.272 0.25
C 3.255 -1.598 0.659 0.00
C 4.503 -1.367 1.094 -0.44
S 4.500 -0.158 2.299 -0.07
C 2.774 -2.555 -0.305 -0.01
C 3.434 -3.512 -0.974 -0.53
S 2.357 -4.398 -1.961 -0.05
C 1.045 -3.454 -1.432 0.44
N 1.425 -2.534 -0.573 0.38
C -0.358 -3.685 -1.884 -1.10
H 1.023 0.577 3.191 0.26
H 1.962 1.932 2.534 0.35
H 2.520 1.112 3.982 0.55
H 5.419 -1.845 0.777 0.47
H 4.489 -3.743 -0.932 0.46
H -0.404 -4.432 -2.673 0.45
H -0.800 -2.754 -2.242 0.24
H -0.969 -4.035 -1.049 0.26
N -1.721 -3.075 3.438 -0.04
C -0.482 -3.508 3.861 -0.82
C 0.421 -2.926 3.034 -0.35
N -0.263 -2.146 2.125 0.34
C -1.544 -2.261 2.390 0.35
C -2.456 -1.542 1.547 0.13
N -1.953 -0.918 0.499 0.12
C -2.989 -0.262 -0.128 -0.58
C -4.131 -0.512 0.559 -0.75
N -3.773 -1.325 1.616 -0.06
H -2.598 -3.361 3.845 0.19
H -0.353 -4.167 4.705 0.42
H 1.495 -3.020 3.024 0.51
H -2.854 0.332 -1.017 0.57
H -5.145 -0.192 0.382 0.43
H -4.420 -1.687 2.301 0.19
N 0.237 0.369 -0.990 -0.30
C -0.072 1.554 -1.318 0.58
C -0.902 2.376 -0.389 0.35
C -0.733 2.251 0.992 0.44
C -1.551 2.950 1.861 -0.78
C -2.554 3.772 1.355 -0.62
C -2.730 3.896 -0.018 -0.89
C -1.904 3.206 -0.894 -0.17
C 0.354 2.130 -2.612 0.29
C 0.580 3.528 -2.721 -0.25
C 1.005 4.091 -3.932 -0.84
C 1.212 3.281 -5.022 -0.46
C 0.992 1.892 -4.917 -0.71
C 0.573 1.322 -3.711 -0.43
H 0.080 1.636 1.368 -0.10
H -1.404 2.873 2.932 0.49
H -3.190 4.326 2.034 0.47
H -3.515 4.531 -0.410 0.48
H -2.048 3.304 -1.965 0.60
H 0.474 4.162 -1.848 0.52
H 1.186 5.157 -3.994 0.44
H 1.539 3.710 -5.961 0.44
H 1.136 1.258 -5.784 0.43
H 0.398 0.255 -3.639 0.46
```

Calculated values
- Energy relative to the best compared isomer or geometry (same formula, charge and spin): 29.45 kcal per mole
- Gap between HOMO and LUMO (spin up / spin down): 5.5 / 5.4 eV
- HOMO energy (spin up / spin down): -16.380 / -16.343 eV
- Total charge: +3
- LUMO level (spin up / spin down): -10.90 / -10.98 eV
- E: -2326.3800 a.u.
- Multiplicity: 2